Entry 1:
# C39H38N7O8PSY

A structure of composition C39H38N7O8PSY at a distorted geometry (ωB97M-V/def2-TZVPD, the OMol25 dataset).

Geometry as ORCA input:
```
! RIJCOSX wB97M-V def2-TZVPD def2/J DEFGRID3
* xyz -1 1
C -0.10989 0.40272 4.49645
H -1.12225 2.32990 4.40550
C 4.11791 -1.66204 1.20871
H -0.17901 0.53533 -5.64989
N -3.28179 0.71523 -5.52363
H 0.51246 0.56250 6.53351
O -0.69272 4.23877 -2.39633
C 2.03177 -1.73294 -0.17843
H -3.67331 0.64422 2.16554
H -2.75983 0.69459 -6.37917
N -1.95066 -0.97075 -4.71524
H 2.43554 -0.96632 6.31690
C 1.80785 -0.76511 5.45546
C 2.06004 -1.38692 4.24361
C 2.63456 1.00179 -2.32252
C 2.95830 -2.35102 0.74518
H 4.96925 3.01197 -4.72187
C -3.47844 -2.85653 0.87229
O 1.16919 2.92390 -3.06777
H -3.82798 1.52832 -5.30426
O -1.04709 2.00487 -3.37204
C 1.56875 -4.35635 0.79138
H -1.50836 1.34613 5.82636
S -0.28560 2.87793 -2.48094
H 2.61519 2.86852 -5.22803
H -4.36704 2.15430 2.75887
N 2.47770 -0.51748 -0.71916
H 1.38016 -5.36199 1.15778
C -0.04269 2.57682 1.71705
C -2.69792 -0.84566 -0.42671
H 2.88410 -2.08480 4.12403
C 0.17835 -0.19803 3.25256
H -3.25529 -1.30669 -1.23924
H 4.40684 0.68374 -1.17095
H 5.43504 -4.01004 3.27931
C 0.63989 1.21675 -5.39940
H -1.40296 5.66940 1.66179
C 3.64090 -4.23851 2.15329
H 1.39965 1.14761 -6.17396
H 3.43889 -5.24169 2.52042
C 4.31586 2.46394 -4.04793
C -2.77154 0.08986 -4.45415
H 0.82113 4.53648 1.63471
N -1.02944 -1.36071 -3.74405
C -0.09438 3.95685 1.69796
C 0.90977 -2.44403 -0.57088
H -2.20039 0.94920 4.24764
C 0.70926 -3.76372 -0.07939
H 5.90546 1.99056 -2.60468
C 2.72670 -3.66050 1.23274
Y -0.65984 0.07605 -1.42232
C -3.64926 -3.52433 2.07180
H -1.71057 -1.11632 -5.67300
O -3.36405 1.87346 -1.70032
O -4.33806 2.14281 -3.60576
H 4.29269 -0.65485 0.84814
C -1.30059 1.30799 4.75441
P -0.77568 -0.01189 1.69135
H -3.45767 4.31577 1.78152
O 0.03421 -1.94059 -1.42144
C -2.77533 -1.63791 0.79587
C -3.78128 1.70399 1.95087
C -2.14056 -1.18769 1.97171
C -1.33629 4.58764 1.71106
C 4.85628 1.88429 -2.84887
C 0.72943 0.10684 5.57190
H -3.91191 -3.25761 -0.04127
C -2.34164 -1.85542 3.18422
H 0.92523 2.08395 1.65633
H -0.18637 -4.27641 -0.41905
H -1.85406 -1.50091 4.08613
H -4.20829 -4.45584 2.09572
C -1.20461 1.78991 1.78205
O -0.19602 2.18057 -1.16550
C -3.11387 -3.00503 3.25223
C 4.02142 1.17544 -2.05001
N 1.83524 0.12711 -1.61709
C 1.24004 -1.09560 3.16156
C -2.45283 2.42381 1.82259
C 4.74729 -3.55550 2.57755
N -2.99333 0.31921 -3.18013
H -0.07932 -1.08878 -3.97958
H -1.09002 -2.33476 -3.51346
O 1.15271 0.79113 -4.14643
C -2.48759 3.82397 1.77159
C 3.01525 2.35680 -4.36083
N -3.60105 1.52013 -2.83351
H 1.42203 -1.58061 2.21625
H -4.36430 1.80475 1.02932
H -3.26373 -3.50895 4.20006
H -3.10296 0.15002 -0.23160
C 4.98406 -2.24483 2.09368
H 5.85673 -1.69409 2.43256
C 2.02018 1.71270 -3.46609
H 0.23634 2.22922 -5.36261
*
```

Calculated values
- Highest occupied orbital energy: -3.582 eV
- Relative energy (zero: lowest compared OMol25 entry of this formula, charge and spin): 3.5171 eV
- LUMO energy: 1.97 eV

***

Entry 2:
# C60H87N11O8S4

A cluster of 15 separate species, C60H87N11O8S4 in total at a distorted geometry (ωB97M-V/def2-TZVPD, the OMol25 dataset).

Geometry as ORCA input:
```
! RIJCOSX wB97M-V def2-TZVPD def2/J DEFGRID3
* xyz 0 1
H -2.19813 -4.39183 3.80873
H -1.18708 4.18078 -1.17058
H -2.70106 1.01551 2.92985
C -2.54508 -3.68222 -3.71131
H -2.94910 -3.57733 -4.70738
H -5.90510 1.06836 -4.09059
C -2.51477 -3.35654 -1.51213
C -3.14764 4.20368 2.29510
H -6.06617 2.06592 -1.56785
H 3.78427 -0.51933 4.27541
H 4.54906 -2.32971 -3.51866
H -2.98262 1.68164 -1.22776
C 0.47124 4.20038 5.78018
C -5.81062 -0.48415 2.43951
H -4.97386 3.29433 -1.16043
C -0.21123 -6.32926 0.40797
C 4.39036 3.86745 3.31553
C -1.89329 -3.86121 4.71073
S 3.16167 -5.19357 -3.45488
C 4.86277 -0.88908 2.49822
H 6.32952 1.08966 -0.79377
H -8.64037 0.67166 3.64904
C 0.52366 2.99087 -4.15240
C -1.20869 2.29035 -5.26226
H -2.15579 1.92984 -5.63565
H 0.88480 -2.18254 5.73799
H -0.87414 -4.60767 1.43896
O -2.26836 -0.54757 0.51250
H -5.45128 -2.02974 3.99924
H 1.81866 0.49889 -5.28992
C 4.68286 0.77359 -2.15328
S -1.25503 -1.21539 5.27812
H 4.41030 1.43348 1.06684
O -0.35116 -2.14349 1.27411
C -0.73847 2.44838 -3.98031
H 3.49193 -3.80267 -5.31885
H 1.46735 3.98895 -5.99304
H 1.13047 2.18780 0.37337
C -0.13392 -2.56338 5.81073
H -0.63148 -4.32845 -1.08512
H 4.45203 4.44402 4.22665
C -0.41327 -3.74699 4.92976
H 1.68999 -4.29185 -1.88345
H -0.35638 -2.84072 6.84110
H 1.97168 3.35501 3.04871
H 1.97332 0.19075 -0.95491
H 1.94736 -1.98151 3.51522
H -0.51869 -0.17555 -4.58331
C -3.99285 1.29405 -1.35930
H 1.38411 1.39750 4.26534
C 4.67548 2.48874 3.00152
C 5.61474 1.51070 -1.48530
C 3.00490 -3.62659 -4.35973
C 0.92178 0.47093 -1.01700
N 3.90699 3.46408 1.08748
N -1.82128 2.85984 3.47171
N -0.36375 4.92924 0.65749
C 4.31247 2.31448 1.68383
N 0.04819 -0.72820 -5.21047
H 2.48571 -1.12521 -7.41162
C 1.08033 -6.81185 0.36886
C -5.02529 2.35559 -1.71198
C 0.91888 4.99619 -1.15691
H 2.70095 -2.23704 -1.35408
H 1.32117 -4.81690 2.95922
O -0.64787 -0.41712 4.21040
H -0.11801 2.29966 6.47282
C -6.92450 0.41808 2.28187
C 2.81375 -1.77934 2.90294
H -0.87337 -0.67882 -1.64738
C 3.99534 4.36944 2.10234
C 1.30327 -0.32399 -5.76283
H 3.94875 3.96387 -2.73186
H 5.73944 -0.29272 2.70364
C -0.37492 -1.75626 -6.03213
H 2.61677 5.96438 -0.08855
H -3.41886 -2.19368 5.09417
H 1.95529 -3.64466 -4.65314
O 4.55356 -5.63447 -3.38472
N -3.21685 -3.20411 -2.64557
C -2.47387 -2.40487 4.59367
H -2.33455 -4.21958 5.64077
C -7.76272 0.14063 3.31118
C -1.38990 -4.12367 -1.82624
S -0.82661 -0.85659 0.68545
C 4.30584 2.97390 -2.48922
C 3.32418 -2.38607 1.77994
H -0.61698 -4.81060 -3.68860
C 2.77545 -4.39084 -1.89152
C -0.33237 4.61373 -0.67216
H 2.98565 -5.01448 -1.02261
H 0.95597 6.01284 1.98167
H 0.41342 -2.78671 -7.80210
H 6.00307 3.63209 -1.37556
C -1.39673 -4.26100 -3.18230
H 1.29525 4.89195 -2.16383
C -6.12250 -1.31840 3.54114
C -2.16688 4.16501 3.25472
H 0.82166 1.01491 -1.95624
H 2.74906 1.51532 -3.13910
H -0.97482 2.65830 3.98453
N 5.43463 2.86881 -1.71379
H -1.35763 -2.18496 -5.90210
H -2.70146 -2.16199 3.55574
H -3.59598 5.08931 1.86959
C 0.13242 0.56598 1.39979
C 3.29691 -2.93807 -1.93846
H -3.98178 -2.55349 -2.75368
H 4.46418 -0.28253 -2.20991
C 0.70682 3.39234 -5.51133
H 1.05815 0.06176 1.67705
H -0.06527 -3.63284 3.90313
H 3.67230 5.39067 1.96397
C 1.62526 5.53737 -0.11950
N 1.77741 -6.35090 1.47718
H 2.93315 -1.55244 -3.59296
C 1.07156 4.66496 4.58804
H -7.06550 1.14959 1.49995
N 3.80197 -0.97523 3.37433
H 1.56239 -7.42090 -0.38152
C 0.78981 5.59296 1.00060
H -1.13635 4.92104 1.30798
C 1.11682 2.39138 4.59269
N 1.42799 3.50994 3.88566
O 2.12491 -6.08110 -3.87275
C -0.12530 -5.38224 1.36364
N -0.40431 2.95703 -6.16351
C -0.01584 -0.79349 -0.98436
O -1.78533 -0.61556 6.46958
C 1.02162 -5.40009 2.10099
C 0.39856 2.85671 5.70519
H -7.59972 -1.22422 4.98046
C 1.58645 -1.15632 -6.81433
H -1.00101 -6.36902 -0.32760
H -1.23517 2.12807 -3.07637
H -0.52221 1.90873 -0.17729
H 3.62183 3.56179 0.12351
C -4.70897 2.67497 -3.25620
N -7.28225 -0.93061 4.06771
H 0.04738 4.88911 6.49600
C -4.84561 1.29335 -3.96827
H -0.48943 3.19336 -7.14177
H -4.50016 2.46857 1.69133
C 3.47434 -2.48274 -3.42039
H -4.38387 1.29483 -4.95564
C -3.64119 2.87995 2.20058
H 0.48948 -1.75664 -1.05576
H 5.38059 -2.29098 0.90208
O -4.90804 -0.90914 -2.64791
S -3.95842 0.21056 -2.83484
C -2.73392 2.09256 2.85712
C 0.51495 -2.03059 -7.03767
H 2.72844 -6.61663 1.68936
H -5.44667 3.36093 -3.67256
C 4.63485 -1.91641 1.58762
O -2.52043 -0.01754 -3.13435
H -2.92154 -3.05547 -0.55804
H 1.37589 5.65857 4.29392
H -0.39291 1.01192 2.24435
H 4.31957 -2.95669 -1.56176
C 0.39264 1.41646 0.15256
H -4.22926 0.81028 -0.41158
H -4.88877 -0.38022 1.88651
H 0.08463 -4.64557 5.29411
C 3.70196 1.71368 -2.67107
H 1.20370 3.25635 -3.35650
H -1.54271 4.92990 3.69263
H -3.71389 3.10633 -3.36505
H 2.86638 -3.21988 1.26849
H 5.19451 1.80320 3.65501
*
```

Calculated values
- Highest occupied orbital energy: -7.367 eV
- LUMO energy: 0.28 eV

***

Entry 3:
# C4H12NP

A cluster of 2 separate species, C4H12NP in total at a distorted geometry (ωB97M-V/def2-TZVPD, the OMol25 dataset).

Geometry as ORCA input:
```
! RIJCOSX wB97M-V def2-TZVPD def2/J DEFGRID3
* xyz 0 1
P -0.17830 0.82386 1.65915
H -0.11564 1.09409 -2.64861
H -1.62771 -1.06592 2.13692
H 1.60456 1.07288 0.20196
C 0.16657 -0.92593 -3.44832
N -0.85656 1.41322 0.37820
H 0.11881 -1.47505 2.62758
H 1.26072 -1.10171 -3.27998
C 1.45294 0.43554 1.10077
C -0.43530 0.22446 -3.24393
H -1.79251 0.88945 0.37814
C -0.66369 -0.73492 2.57789
H -0.03068 1.49809 2.81724
H -0.44146 -1.74920 -3.79531
H 2.34360 0.41614 1.72702
H -0.75886 -0.49843 3.66471
H -1.39877 0.29191 -3.62113
H 1.35229 -0.60849 0.76770
*
```

Calculated values
- Highest occupied orbital energy: -8.855 eV
- Relative energy (zero: lowest compared OMol25 entry of this formula, charge and spin): 2.7887 eV
- LUMO energy: 0.96 eV
- SMILES: C[PH](C)=N.C=C

***

Entry 4:
# C29H30N6O3PPbS5Sb

A structure of composition C29H30N6O3PPbS5Sb (ωB97M-V/def2-TZVPD, the OMol25 dataset).

Geometry as ORCA input:
```
! RIJCOSX wB97M-V def2-TZVPD def2/J DEFGRID3
* xyz -2 1
H -1.30537 -4.52401 4.10757
H 4.20755 -4.49110 0.79181
H 0.06506 -0.34211 4.09954
S -0.81262 3.63353 -0.02391
C 0.69598 -1.73728 -4.65374
Pb -1.13060 0.54002 -1.34635
H 1.78969 -3.54251 -4.83174
C -0.17817 -0.91872 -3.81016
C 3.26577 5.55126 -0.68342
N 4.50167 6.16995 -0.91131
H -2.39249 -0.62309 1.28373
H -3.41942 -3.30040 4.46259
H 4.12411 -1.01308 3.27097
O -4.06673 -2.03665 -0.56464
H -3.97702 -1.36048 3.02772
H 2.05458 -3.84929 -0.19336
H -4.01801 -1.15365 -0.96803
C 2.42134 -1.30680 1.99996
C 1.78828 -2.12182 1.05952
H 3.11305 4.76679 -2.67655
S -3.91662 2.61007 -3.19379
C -1.54225 -3.66065 3.49605
H -4.73197 -3.57409 -3.49799
H 5.07794 6.26470 -0.09095
C 2.47339 -3.24547 0.60128
C -2.73081 -2.97480 3.69231
C 3.70169 -3.59875 1.14175
C -0.65421 -3.24499 2.51362
C 0.04012 -2.56754 -2.12333
P 0.15788 -1.58356 0.35765
C 0.25301 1.75307 4.59767
C 0.30802 2.99698 3.98274
C -3.03999 -1.88426 2.89073
C 1.15852 -2.92527 -4.19939
H -4.74384 -1.82465 -3.19030
H 0.96872 -1.34809 -5.62644
S 0.66467 0.88498 -3.21375
H 0.86071 5.20506 1.69252
H -0.01377 -3.77631 -0.45922
S -1.80813 5.36516 -4.56962
N 0.11459 3.17831 2.69290
N -0.21335 -2.82799 -0.74918
C -3.85966 -2.97419 -1.61043
C 0.05494 0.68421 3.73451
H 0.89648 3.75629 -2.30954
H -3.95228 -3.96086 -1.14562
C -2.15367 -1.47113 1.91024
H 0.38214 1.62219 5.66217
C 4.28601 -2.81799 2.12638
C -4.87435 -2.80667 -2.73500
H 1.22869 -4.33112 -2.52120
S -3.60453 0.62661 -2.71792
H 5.22941 -3.11593 2.56853
H 0.27372 -3.78473 2.36054
C 1.37674 4.31031 -1.51644
C 2.63346 5.66890 0.55498
Sb -1.80808 3.10779 -4.33265
C -0.18164 2.08511 1.94032
H 3.14309 6.18279 1.36282
H 1.93566 -0.39126 2.30116
H 0.53716 3.89428 4.55533
C 0.83309 -3.39605 -2.89625
H -1.02015 -0.47393 -4.34049
N -0.56528 -1.48281 -2.58175
C -0.95125 -2.14378 1.71603
C 1.37287 5.13158 0.74589
C 0.74981 4.45062 -0.28867
O -1.66981 4.46734 0.77399
N -0.14420 0.82511 2.43983
H -2.84575 -2.87072 -2.01380
O -1.30149 3.30127 -1.35365
N -0.50183 2.20113 0.64747
H -5.88888 -2.87611 -2.33730
H 5.00182 5.80475 -1.70556
C 3.65084 -1.65251 2.53494
C 2.62590 4.86705 -1.71434
*
```

Calculated values
- Highest occupied orbital energy: -1.130 eV
- Relative energy (zero: lowest compared OMol25 entry of this formula, charge and spin): 4.1718 eV
- LUMO energy: 4.12 eV